1.
{"formula": "C2H8O3PS", "method": "ωB97M-V/def2-TZVPD", "gap_ev": 11.273, "total_charge": 1, "total_energy_ev": -28464.0783, "molar_mass_g_mol": 143.12, "de_lowest_kj_mol": 64.41, "e_homo_ev": -15.38, "elements": ["H", "O", "O", "S", "C", "O", "H", "H", "H", "H", "H", "H", "H", "C", "P"], "xyz": [[-0.469, 0.861, 2.456], [0.714, 1.433, -0.065], [-0.491, 0.131, 1.857], [-2.319, 1.157, -0.617], [1.960, 1.164, 0.619], [-0.005, -0.935, -0.243], [-0.596, -2.304, 1.267], [2.554, 2.179, 0.652], [2.653, 0.547, 0.059], [1.833, 0.698, 1.526], [-1.867, 1.049, -1.878], [-0.567, -2.677, -0.626], [-1.932, -1.941, 0.229], [-0.817, -2.110, 0.176], [-0.470, 0.499, 0.269]], "forces_ev_per_angstrom": [[-0.189, 1.018, 0.967], [-0.616, 0.137, 0.121], [-0.734, 0.378, -2.460], [1.310, -0.349, 1.329], [3.148, 3.156, -1.985], [-1.562, 1.799, 0.479], [0.502, -0.576, -1.629], [-1.606, -1.849, 0.406], [-0.525, -0.376, -0.658], [-0.486, -0.583, 2.218], [0.342, -0.089, 0.027], [0.525, -2.942, -1.388], [1.080, 0.360, -0.678], [-1.468, 2.421, 3.086], [0.281, -2.505, 0.166]], "mulliken_charge": [0.35, -0.21, -0.47, -0.17, -0.67, -0.27, 0.27, 0.25, 0.29, 0.40, 0.25, 0.30, 0.33, -0.61, 0.96]}

---

2.
{"formula": "C9H8O3", "method": "ωB97M-V/def2-TZVPD", "gap_ev": 8.608, "smiles": "O=C/C=C\\c1ccc(O)c(O)c1", "total_charge": 0, "total_energy_ev": -15602.7293, "molar_mass_g_mol": 164.16, "de_lowest_kj_mol": 201.36, "e_homo_ev": -8.26, "elements": ["C", "H", "C", "C", "C", "H", "C", "C", "C", "H", "H", "C", "H", "O", "C", "H", "H", "O", "O", "H"], "xyz": [[-1.251, -0.243, -1.810], [0.749, -2.290, -2.003], [-1.983, 0.366, 0.424], [0.334, -0.109, 0.072], [-1.563, 0.581, 1.804], [-0.636, 1.621, 3.756], [0.794, 0.346, 1.271], [-0.936, -0.086, -0.421], [-0.218, 0.694, 2.156], [-1.047, -0.824, -3.769], [-2.390, 0.603, 2.593], [0.733, -1.527, -2.764], [-3.001, 0.430, 0.161], [0.225, 1.277, 3.265], [-0.558, -0.769, -2.819], [-2.309, -0.060, -1.972], [1.290, -0.307, -0.484], [2.132, 0.438, 1.534], [1.754, -1.162, -3.312], [2.341, 0.889, 2.345]], "forces_ev_per_angstrom": [[-0.679, -1.196, -0.558], [0.090, -1.084, 0.259], [3.575, -0.982, 3.037], [4.506, -0.342, -0.970], [-2.173, -0.177, -1.087], [2.866, -0.915, -1.159], [-1.264, -0.058, 0.709], [-1.823, 1.340, 0.509], [-0.240, 0.085, -0.905], [-0.211, 0.120, -0.554], [1.393, 0.570, -0.979], [0.785, 2.602, 0.606], [-0.927, -0.044, -0.395], [-2.949, 1.445, 3.461], [0.024, -0.726, -0.250], [0.120, 0.532, -0.528], [-1.497, -0.174, -0.612], [-0.470, -0.524, -1.009], [-0.748, -0.766, -0.180], [-0.379, 0.295, 0.609]], "mulliken_charge": [-0.57, 0.43, -0.97, -0.34, -0.75, 0.33, -0.18, 1.20, 1.15, 0.36, 0.25, -0.23, 0.38, -0.55, -0.32, 0.22, 0.31, -0.56, -0.47, 0.31]}

---

3.
{"formula": "C4H5NO", "method": "ωB97M-V/def2-TZVPD", "gap_ev": 9.290, "total_charge": 0, "total_energy_ev": -7760.1444, "molar_mass_g_mol": 83.09, "de_lowest_kj_mol": 615.77, "e_homo_ev": -9.24, "elements": ["H", "H", "C", "C", "N", "H", "H", "C", "C", "O", "H"], "xyz": [[0.412, -0.921, 1.027], [-3.879, -0.911, 0.042], [-1.689, -0.314, -0.162], [0.192, 0.130, -0.820], [2.028, 0.341, 0.123], [2.296, 1.288, -0.131], [2.660, -0.451, 0.159], [0.476, 0.067, 0.587], [-2.857, -0.637, -0.079], [0.252, 0.510, -1.921], [0.108, 0.899, 1.174]], "forces_ev_per_angstrom": [[-0.180, 0.152, -0.104], [-0.003, 0.007, 0.015], [-0.112, -0.132, -1.579], [-5.546, 0.701, -0.087], [-0.812, -0.607, 2.040], [0.194, -0.741, 0.337], [0.059, 0.813, 0.053], [6.133, 0.908, -2.347], [0.049, 0.004, 0.197], [0.581, -0.997, 1.645], [-0.362, -0.110, -0.169]], "mulliken_charge": [0.32, 0.37, -0.48, 0.70, -0.55, 0.21, 0.19, -0.28, -0.45, -0.29, 0.28]}

---

4.
{"formula": "C4H6NO", "method": "ωB97M-V/def2-TZVPD", "gap_ev": 11.171, "total_charge": 1, "total_energy_ev": -7773.8330, "molar_mass_g_mol": 84.10, "de_lowest_kj_mol": 102.68, "e_homo_ev": -16.35, "elements": ["O", "H", "C", "N", "H", "H", "H", "H", "C", "H", "C", "C"], "xyz": [[0.459, 2.813, 3.314], [1.885, -1.811, -0.024], [-1.819, 0.105, -1.453], [-0.692, -0.266, -1.140], [-2.428, -0.606, -2.085], [1.353, -0.622, 1.166], [0.243, -1.881, 0.698], [-2.248, 0.918, -0.900], [1.034, -1.250, 0.335], [1.331, 0.204, -1.348], [0.481, -0.319, -0.767], [0.403, 2.715, 2.203]], "forces_ev_per_angstrom": [[0.044, 0.118, 0.683], [0.103, -0.047, -0.258], [-2.275, -1.758, -0.527], [0.929, 0.531, 0.033], [0.602, 1.263, 0.320], [0.179, 0.145, -0.001], [-0.185, -0.436, 0.109], [-0.365, 0.551, -0.069], [-1.241, 1.266, -0.452], [-1.800, -0.450, 0.578], [4.061, -1.023, 0.288], [-0.051, -0.157, -0.702]], "mulliken_charge": [-0.11, 0.32, -0.18, 0.11, 0.28, 0.29, 0.32, 0.30, -0.90, 0.32, 0.13, 0.11]}

---

5.
{"formula": "C29H57Br5Ca2ClFN5O12P", "method": "ωB97M-V/def2-TZVPD", "gap_ev": 1.121, "total_charge": 0, "total_energy_ev": -474620.7751, "molar_mass_g_mol": 1232.90, "e_homo_ev": -4.10, "elements": ["H", "H", "H", "N", "Ca", "H", "H", "H", "H", "H", "C", "H", "H", "H", "C", "H", "H", "H", "Br", "C", "C", "H", "O", "H", "C", "Br", "H", "C", "O", "H", "C", "C", "H", "C", "C", "H", "C", "H", "C", "C", "C", "Ca", "C", "H", "H", "H", "O", "H", "H", "H", "H", "Br", "H", "Br", "H", "H", "H", "C", "H", "N", "H", "H", "C", "H", "O", "H", "O", "F", "H", "C", "O", "C", "H", "H", "H", "C", "O", "H", "O", "C", "H", "H", "H", "N", "O", "C", "H", "C", "Cl", "C", "H", "P", "H", "O", "C", "Br", "H", "C", "O", "H", "H", "H", "C", "N", "C", "O", "H", "H", "H", "N", "C", "H", "H"], "xyz": [[8.187, -3.175, -7.969], [-8.699, -3.041, 1.242], [-6.086, -0.767, 2.782], [0.292, -0.822, 1.578], [-5.602, -3.272, 5.374], [-5.200, 6.743, 4.848], [0.993, -2.345, 0.424], [-0.436, -1.175, 4.199], [0.418, 4.782, 3.401], [-5.462, -1.510, 4.304], [-7.786, -2.444, 1.198], [7.731, -1.374, -6.415], [7.046, -2.740, -5.517], [1.095, -0.154, 4.104], [3.277, 3.815, 1.158], [1.900, -1.919, 2.439], [3.714, 2.328, -0.317], [-5.077, 1.318, 7.270], [-4.847, 1.217, 9.725], [0.296, -0.899, -2.584], [1.588, -1.068, -1.801], [0.306, -2.678, 2.590], [-0.295, 3.107, 2.601], [-2.067, 4.246, 4.198], [-5.062, 6.915, 0.013], [-2.696, 1.948, 7.502], [-6.587, 5.689, 4.443], [-5.904, -2.932, 2.768], [2.412, 4.815, 1.547], [0.843, -6.029, -1.999], [2.870, -0.814, -2.476], [7.146, -3.039, -7.683], [-0.712, -0.788, 1.758], [4.655, 0.190, -3.892], [0.121, 3.730, 3.562], [-6.450, -4.107, 1.292], [2.833, 2.772, 0.142], [-7.573, -2.198, 0.160], [-1.243, 3.830, 4.807], [5.166, -1.759, -7.860], [0.834, -1.717, 2.602], [4.478, -0.831, 0.207], [-6.187, -1.645, 3.490], [-1.483, 2.760, 4.944], [-1.365, -0.503, -0.278], [1.144, -1.813, 4.682], [-4.733, 6.064, 1.109], [-1.655, -1.375, -2.273], [5.054, -0.774, -4.179], [-4.518, 6.541, -0.850], [0.151, 1.061, -0.170], [-4.058, -0.942, 7.507], [2.298, 3.302, -0.651], [4.361, -2.200, -1.777], [5.310, 0.769, -3.240], [5.986, -2.884, -9.550], [0.881, -4.195, -0.715], [0.647, -1.139, 3.977], [1.465, -3.715, -3.353], [-0.770, -1.727, -1.920], [-5.111, 4.997, 5.134], [4.355, -2.494, -7.801], [6.981, -2.171, -6.444], [-7.202, -1.665, 3.912], [-0.794, 4.476, 5.745], [0.964, 3.304, 4.139], [7.241, 1.196, 0.507], [-6.236, 0.652, 1.716], [-4.750, 7.939, 0.213], [0.531, -1.373, 0.257], [5.687, -1.562, -6.543], [-4.285, 0.951, 7.906], [-1.421, -2.207, 0.058], [0.410, -1.113, -3.639], [-0.066, -6.678, -0.626], [-0.077, -5.952, -1.428], [-4.941, 5.528, 3.185], [-6.129, 6.877, -0.197], [-6.080, 7.316, 2.415], [-5.327, 6.394, 2.253], [1.408, 1.427, -1.319], [6.898, -1.438, -9.105], [-7.925, -1.521, 1.752], [1.538, -0.530, -0.432], [-4.978, -3.697, 3.127], [3.264, 0.090, -3.338], [6.708, -4.025, -7.511], [-5.502, 5.766, 4.474], [-2.194, -1.834, 3.282], [-0.149, -4.499, -0.890], [1.609, -2.154, -1.602], [-0.797, -3.521, -2.325], [1.961, 5.163, 0.771], [6.059, 1.762, -1.229], [1.205, 0.895, -0.395], [2.038, 1.463, -4.004], [1.186, 2.088, 1.372], [0.428, -3.854, -3.656], [4.387, 3.809, 1.616], [-0.881, -6.111, -2.147], [-0.066, 0.127, -2.559], [2.558, 0.942, 1.294], [-0.829, -1.436, -0.432], [-6.682, -3.232, 1.736], [1.942, 1.649, 0.741], [7.765, 0.444, -1.449], [4.574, 0.765, -4.813], [-0.783, -4.409, -0.017], [4.756, -0.819, -8.232], [7.043, 1.139, -0.726], [6.318, -2.275, -8.711], [0.256, -4.851, -4.043], [0.193, -3.177, -4.475]], "forces_ev_per_angstrom": [[0.010, 0.029, 0.004], [-0.018, 0.043, 0.006], [-0.140, 0.871, -0.361], [0.148, -0.510, -0.400], [1.024, -0.715, -0.155], [-0.103, 0.051, -0.051], [-0.114, -0.280, -0.646], [0.913, 0.497, 0.093], [-1.288, 0.485, 0.409], [0.257, 0.918, -0.671], [0.005, -0.250, -0.149], [0.057, -0.049, 0.022], [-0.069, 0.051, 0.039], [-0.099, 0.136, -0.168], [1.479, 0.004, 0.019], [0.120, 0.161, -0.376], [0.309, 0.272, 0.009], [0.004, -0.057, -0.067], [0.016, -0.077, -0.060], [0.069, 1.160, 0.296], [0.299, -1.178, 0.131], [0.073, -0.102, -0.118], [-1.248, -0.437, 0.054], [0.755, 0.585, -0.675], [0.004, 0.080, -0.253], [-0.076, -0.092, 0.046], [-0.006, 0.109, -0.051], [0.092, 0.357, -0.644], [0.119, -0.389, -0.311], [0.145, -0.296, 0.036], [-1.457, 2.227, -1.156], [-0.122, -0.126, 0.026], [-0.050, 0.142, 0.364], [-0.621, 1.058, -0.877], [5.382, 0.556, -3.135], [-0.005, 0.019, -0.074], [-0.537, 0.120, 0.307], [-0.039, 0.171, 0.029], [-4.648, -0.253, 2.974], [-0.091, -0.098, 0.090], [0.004, 0.174, 0.486], [0.287, 2.325, 1.424], [-0.117, -0.400, 0.320], [1.108, -0.316, -0.278], [0.008, 0.186, -0.236], [0.003, 0.047, 0.119], [0.113, -0.030, -0.088], [-0.157, -0.287, -0.183], [0.110, -0.190, 0.276], [0.066, -0.134, 0.097], [-0.192, -0.247, -0.227], [0.017, -0.187, -0.057], [-0.225, -0.120, -0.054], [1.276, -3.100, -0.881], [0.089, -0.251, 0.254], [-0.019, -0.014, 0.014], [-0.027, 0.104, 0.615], [0.078, -0.376, 0.764], [0.138, -0.109, -0.095], [0.770, 0.353, 0.039], [0.087, -0.075, -0.130], [-0.012, 0.005, -0.092], [0.086, 0.172, -0.002], [-0.056, 0.326, -0.156], [0.741, 0.075, -0.329], [-0.871, -0.670, 0.889], [-0.448, -0.309, 0.120], [-0.116, -1.070, 0.558], [-0.110, 0.020, 0.063], [0.023, 1.055, 1.408], [0.048, -0.128, -0.120], [-0.013, 0.296, 0.036], [-0.125, -0.065, -0.032], [-0.073, -0.501, -0.030], [-0.191, -0.128, 0.062], [0.072, 0.987, -0.465], [0.118, -0.096, 0.116], [-0.022, 0.083, 0.086], [-0.100, 0.136, 0.033], [0.028, -0.106, -0.058], [0.216, -0.511, -0.386], [-0.018, 0.005, -0.013], [0.202, 0.103, -0.112], [-0.119, -0.393, -0.912], [-0.700, -0.171, 1.060], [0.774, -1.015, 0.710], [0.022, -0.005, 0.007], [-0.027, -0.042, 0.258], [-1.327, -0.440, -0.255], [0.802, 0.176, -0.901], [0.059, -0.143, -0.144], [-1.620, -1.633, -0.197], [-0.414, -0.127, -0.046], [-0.396, -0.439, 0.224], [-0.007, 0.815, 1.272], [-0.323, 0.504, -0.344], [0.023, -0.128, 0.575], [0.146, 1.143, 0.441], [-0.660, -0.240, 0.260], [-0.260, -0.484, 0.246], [0.027, 0.139, 0.135], [-0.080, 0.025, 0.417], [0.308, -0.411, 0.127], [-0.019, -0.009, 0.055], [0.179, 0.693, -1.231], [-0.060, 0.190, -0.004], [0.238, -0.017, -0.150], [-0.023, 0.150, 0.124], [-0.007, 0.030, 0.076], [0.020, -0.318, -0.176], [0.099, 0.114, -0.030], [-0.097, -0.227, 0.210], [0.097, 0.039, -0.115]], "mulliken_charge": [0.33, 0.30, 0.18, 0.15, 0.78, 0.34, 0.38, 0.19, 0.29, 0.55, -0.84, 0.31, 0.26, 0.24, 0.19, 0.35, 0.17, 0.37, 0.00, -1.34, 2.23, 0.32, -0.51, 0.06, -0.65, 0.06, 0.32, 1.17, -0.46, 0.36, -1.81, -0.56, 0.15, -1.42, -0.24, 0.26, -0.51, 0.28, 0.25, -0.51, -0.47, 1.16, -1.62, 0.14, 0.68, 0.41, -0.26, 0.48, 0.37, 0.21, 0.03, 0.02, 0.55, -0.51, 0.23, 0.33, 0.09, -1.19, 0.32, 0.61, 0.16, 0.29, -0.43, 0.52, -0.45, 0.32, -0.59, -0.90, 0.30, -0.59, -0.30, -0.40, 0.50, 0.42, 0.39, -1.45, -0.19, 0.29, -0.55, 0.72, 0.44, 0.27, 0.34, 0.86, -0.78, 0.18, 0.27, -0.68, -0.72, 0.00, -0.14, -0.26, 0.34, -0.47, -0.14, -0.26, -1.11, -1.08, -0.50, 0.40, 0.52, 0.41, -1.67, -0.10, 0.59, -0.57, 0.42, 0.52, 0.27, 0.72, -0.55, 0.44, 0.43]}

---

6.
{"formula": "C4H3NO2", "method": "ωB97M-V/def2-TZVPD", "gap_ev": 10.035, "smiles": "O=Cc1ncco1", "total_charge": 0, "total_energy_ev": -9779.8772, "molar_mass_g_mol": 97.07, "de_lowest_kj_mol": 174.58, "e_homo_ev": -9.86, "elements": ["H", "H", "O", "C", "C", "N", "C", "O", "H", "C"], "xyz": [[-1.992, -1.060, -0.989], [2.487, -0.899, -0.261], [2.189, 1.089, -0.619], [0.594, -0.181, 0.519], [-1.399, 0.572, 0.381], [-0.037, -1.091, -0.162], [1.924, 0.035, -0.101], [-0.186, 0.850, 0.918], [-2.201, 1.269, 0.564], [-1.305, -0.594, -0.304]], "forces_ev_per_angstrom": [[-0.297, -0.073, 0.338], [0.117, 0.187, 0.138], [0.320, -0.272, 0.480], [-0.085, -0.052, -0.548], [-0.126, -0.109, -0.069], [-0.057, 0.116, -0.067], [0.290, 0.353, -0.081], [0.100, -0.039, -0.273], [0.112, -0.067, 0.064], [-0.374, -0.044, 0.019]], "mulliken_charge": [0.36, 0.33, -0.46, 0.45, -0.02, -0.44, 0.03, -0.25, 0.38, -0.38]}

---

> What is the formula in the fourth record?

C4H6NO

---

Please write out number 4 again, unchanged.
{"formula": "C4H6NO", "method": "ωB97M-V/def2-TZVPD", "gap_ev": 11.171, "total_charge": 1, "total_energy_ev": -7773.8330, "molar_mass_g_mol": 84.10, "de_lowest_kj_mol": 102.68, "e_homo_ev": -16.35, "elements": ["O", "H", "C", "N", "H", "H", "H", "H", "C", "H", "C", "C"], "xyz": [[0.459, 2.813, 3.314], [1.885, -1.811, -0.024], [-1.819, 0.105, -1.453], [-0.692, -0.266, -1.140], [-2.428, -0.606, -2.085], [1.353, -0.622, 1.166], [0.243, -1.881, 0.698], [-2.248, 0.918, -0.900], [1.034, -1.250, 0.335], [1.331, 0.204, -1.348], [0.481, -0.319, -0.767], [0.403, 2.715, 2.203]], "forces_ev_per_angstrom": [[0.044, 0.118, 0.683], [0.103, -0.047, -0.258], [-2.275, -1.758, -0.527], [0.929, 0.531, 0.033], [0.602, 1.263, 0.320], [0.179, 0.145, -0.001], [-0.185, -0.436, 0.109], [-0.365, 0.551, -0.069], [-1.241, 1.266, -0.452], [-1.800, -0.450, 0.578], [4.061, -1.023, 0.288], [-0.051, -0.157, -0.702]], "mulliken_charge": [-0.11, 0.32, -0.18, 0.11, 0.28, 0.29, 0.32, 0.30, -0.90, 0.32, 0.13, 0.11]}